No. 1
DFT (the ωB97M-V functional and the def2-TZVPD basis) results for C11H17BFeN6O3S as an isolated structure.

Frontier orbital gap (alpha / beta) ... 7.563 / 6.736 eV
Relative energy (zero: lowest compared OMol25 entry of this formula, charge and spin) ... 4.971 eV
E_LUMO (alpha / beta) ... -0.8 / -1.7 eV

```
! RIJCOSX wB97M-V def2-TZVPD def2/J DEFGRID3
* xyz 0 5
H -1.55 1.24 2.30
N -1.30 -0.08 0.68
B -1.60 -1.53 -1.37
N -2.20 -0.71 -0.19
C -3.46 -0.35 0.14
Fe 0.66 -0.44 0.50
H -4.29 -0.72 -0.45
C -3.40 0.48 1.26
H -4.20 0.92 1.79
C -2.03 0.63 1.56
H -2.48 -2.01 -2.05
C 2.48 -0.18 0.30
H 2.73 -0.22 1.44
H 2.92 0.66 -0.24
H 2.83 -1.13 -0.17
N -0.63 -2.55 -0.75
N -0.75 -0.47 -2.16
N 0.47 -2.05 0.02
N 0.24 0.21 -1.44
C -0.61 -3.89 -0.73
C -0.88 0.07 -3.39
H -1.40 -4.40 -1.32
H -1.61 -0.36 -4.08
C 0.44 -4.35 0.06
C 0.02 1.13 -3.50
C 1.08 -3.17 0.54
C 0.67 1.22 -2.24
H 0.72 -5.38 0.25
H 0.20 1.76 -4.35
H 1.90 -3.08 1.21
H 1.37 1.95 -1.86
H 0.90 -0.61 1.88
C 2.20 3.70 2.67
S 1.01 3.16 1.43
O 0.01 4.23 1.38
O 1.79 2.99 0.21
O 0.46 1.89 1.99
H 2.60 4.65 2.29
H 3.00 2.95 2.77
H 1.70 3.83 3.63
*
```


No. 2
DFT (the ωB97M-V functional and the def2-TZVPD basis) results for C11H17BN6OPt as an isolated structure.

Frontier orbital gap (alpha / beta) ... 8.875 / 5.962 eV
Relative energy (zero: lowest compared OMol25 entry of this formula, charge and spin) ... 0.000 eV
E_LUMO (alpha / beta) ... -15.4 / -18.1 eV

```
! RIJCOSX wB97M-V def2-TZVPD def2/J DEFGRID3
* xyz 4 5
C -2.64 -0.16 0.32
N -1.50 -0.02 -0.40
N -1.67 -0.49 -1.67
C -2.96 -0.88 -1.79
C -3.59 -0.69 -0.56
B -0.44 -0.72 -2.65
N 0.27 0.66 -2.74
N 0.55 1.42 -1.61
C 1.30 2.48 -1.98
C 1.33 2.52 -3.39
C 0.65 1.38 -3.82
Pt 0.04 1.00 0.33
N 0.45 -1.87 -2.05
N 0.90 -1.58 -0.80
C 1.48 -2.65 -0.29
C 1.51 -3.67 -1.27
C 0.84 -3.14 -2.38
H 1.82 -2.64 0.72
H 0.61 -3.53 -3.34
H 1.97 -4.64 -1.16
H -0.86 -1.05 -3.72
H 0.40 1.04 -4.81
H -3.29 -1.25 -2.75
H 1.77 3.27 -4.00
H -4.60 -0.91 -0.30
H 1.77 3.15 -1.28
H -2.64 0.06 1.38
H 1.86 0.82 0.84
C 1.48 1.79 1.27
H 2.08 2.54 0.76
H 0.35 2.26 1.20
H 1.57 1.60 2.34
C -0.33 -0.29 3.03
O -0.07 -0.63 1.67
H 0.53 -0.51 3.69
H -1.19 -0.88 3.39
H -0.55 0.79 3.13
*
```


No. 3
DFT (the ωB97M-V functional and the def2-TZVPD basis) results for a 2-piece molecular cluster, C11H17BrSi overall.

Frontier orbital gap (alpha / beta) ... 8.393 / 7.245 eV
Relative energy (zero: lowest compared OMol25 entry of this formula, charge and spin) ... 3.090 eV
E_LUMO (alpha / beta) ... -0.4 / -0.1 eV

```
! RIJCOSX wB97M-V def2-TZVPD def2/J DEFGRID3
* xyz 0 1
C 2.75 -0.60 -3.69
C 2.71 0.60 -3.01
C 2.39 -1.78 -3.06
C 2.29 0.64 -1.68
C 1.96 -1.75 -1.73
C 1.93 -0.55 -1.09
C -2.45 -0.35 -0.11
C -2.71 0.49 2.23
C -1.37 1.79 0.57
C 0.69 0.12 3.12
C -1.76 0.39 1.04
Si -0.18 -0.54 1.57
Br -0.66 -2.71 1.94
H 3.06 -0.62 -4.72
H 2.99 1.52 -3.50
H 2.41 -2.72 -3.60
H 2.24 1.58 -1.15
H 1.65 -2.67 -1.24
H -1.78 -0.45 -0.96
H -2.76 -1.35 0.20
H -3.34 0.19 -0.43
H -2.29 1.11 3.02
H -2.93 -0.50 2.65
H -3.66 0.93 1.92
H -0.76 1.75 -0.33
H -2.26 2.38 0.35
H -0.80 2.32 1.34
H 1.50 -0.54 3.41
H 1.12 1.10 2.94
H 0.01 0.19 3.97
*
```


No. 4
DFT (the ωB97M-V functional and the def2-TZVPD basis) results for a 2-piece molecular cluster, C11H17N overall.

Frontier orbital gap ... 10.049 eV
Relative energy (zero: lowest compared OMol25 entry of this formula, charge and spin) ... 2.637 eV
Structure (SMILES) ... C#CCN1CC1.CC1CC=CC1
E_LUMO ... 1.0 eV

```
! RIJCOSX wB97M-V def2-TZVPD def2/J DEFGRID3
* xyz 0 1
C -3.20 -2.40 -3.79
C -3.55 -1.38 -3.22
C -3.97 -0.26 -2.36
N -3.07 0.19 -1.32
C -2.22 -0.74 -0.61
C -1.67 0.11 -1.68
H -2.81 -3.24 -4.36
H -4.25 0.61 -2.97
H -4.93 -0.58 -1.88
H -2.02 -0.45 0.42
H -2.34 -1.79 -0.82
H -1.05 0.98 -1.42
H -1.44 -0.37 -2.65
C 2.75 2.40 2.18
C 2.25 1.18 1.39
C 1.14 0.39 2.13
C 1.32 -1.01 1.63
C 2.51 -1.14 1.02
C 3.32 0.13 1.06
H 1.91 3.06 2.41
H 3.18 2.12 3.13
H 3.50 2.96 1.62
H 1.79 1.53 0.44
H 1.29 0.43 3.23
H 0.12 0.78 1.97
H 0.61 -1.80 1.80
H 2.90 -2.08 0.62
H 4.04 0.05 1.88
H 3.91 0.33 0.16
*
```


No. 5
DFT (the ωB97M-V functional and the def2-TZVPD basis) results for a 2-piece molecular cluster, C11H17N2 overall.

Frontier orbital gap ... 7.090 eV
Relative energy (zero: lowest compared OMol25 entry of this formula, charge and spin) ... 1.262 eV
E_LUMO ... -3.6 eV

```
! RIJCOSX wB97M-V def2-TZVPD def2/J DEFGRID3
* xyz 1 1
C 0.40 1.71 3.14
C 1.16 -0.58 0.30
C 0.54 -0.40 1.57
C 0.95 0.96 2.00
C 1.73 1.48 1.03
C 1.19 -1.82 -0.37
C 0.48 -2.81 0.29
C -0.03 -1.45 2.22
C 0.03 -2.71 1.61
N 1.91 0.55 0.01
H 2.80 0.47 -0.44
H 1.92 -1.91 -1.17
H 2.07 2.50 0.95
H 0.51 -3.77 -0.24
H -0.45 -1.43 3.22
H 1.03 2.47 3.59
H 0.09 1.15 4.05
H -0.53 -3.53 2.07
H -0.52 2.28 2.91
C -0.76 0.76 -2.34
C -1.52 -0.56 -2.10
N -1.72 1.80 -2.86
H -0.21 0.97 -1.42
H -0.10 0.53 -3.19
H -2.08 -0.89 -2.99
H -2.21 -0.51 -1.23
H -1.98 2.29 -2.00
H -1.28 2.49 -3.46
H -2.50 1.37 -3.36
H -0.89 -1.40 -1.81
*
```


No. 6
DFT (the ωB97M-V functional and the def2-TZVPD basis) results for C11H17N2 as an isolated structure.

Frontier orbital gap (alpha / beta) ... 8.136 / 8.136 eV
Relative energy (zero: lowest compared OMol25 entry of this formula, charge and spin) ... 6.677 eV
E_LUMO (alpha / beta) ... -4.5 / -4.5 eV

```
! RIJCOSX wB97M-V def2-TZVPD def2/J DEFGRID3
* xyz 1 1
C -1.57 -1.76 0.51
C -0.71 -2.77 -0.03
C 0.23 -0.21 0.32
C -1.08 -0.47 0.71
C 0.43 -2.46 -0.76
C 0.89 -1.06 -0.55
C -3.45 2.61 1.13
C 4.15 -1.28 0.04
C 2.24 0.82 -2.12
C -1.84 0.64 1.45
C -2.70 1.44 0.45
N 3.61 -0.46 -0.81
N 2.42 0.08 -0.92
H -2.53 -1.84 0.98
H -1.06 -3.73 0.06
H 0.61 0.65 0.67
H -3.93 2.49 2.10
H -2.78 3.38 1.44
H -4.13 3.00 0.49
H 5.18 -1.48 0.13
H 3.56 -1.80 0.80
H 1.02 -3.28 -1.31
H 1.29 1.27 -2.27
H 2.81 1.74 -2.20
H 2.29 0.10 -2.88
H -2.48 0.24 2.11
H -1.26 1.45 2.05
H -1.93 1.68 -0.24
H -3.49 0.92 0.04
H 4.22 0.09 -1.40
*
```


No. 7
DFT (the ωB97M-V functional and the def2-TZVPD basis) results for a 2-piece molecular cluster, C11H17N2 overall.

Frontier orbital gap ... 7.167 eV
Relative energy (zero: lowest compared OMol25 entry of this formula, charge and spin) ... 1.074 eV
E_LUMO ... -3.5 eV

```
! RIJCOSX wB97M-V def2-TZVPD def2/J DEFGRID3
* xyz 1 1
C 1.46 0.32 3.34
C -0.79 -1.07 0.68
C -0.40 0.00 1.53
C 0.73 -0.43 2.26
C 1.03 -1.70 1.82
C -1.98 -1.16 -0.04
C -2.72 0.01 -0.12
C -1.09 1.24 1.25
C -2.23 1.17 0.51
N 0.14 -2.09 0.85
H -0.03 -3.04 0.55
H -2.24 -2.09 -0.52
H 1.90 -2.25 2.15
H -3.61 -0.07 -0.74
H -0.97 2.11 1.87
H 2.47 0.55 2.99
H 1.41 -0.19 4.29
H -2.77 2.07 0.25
H 0.92 1.26 3.47
C 0.79 -0.15 -2.22
C -0.40 0.79 -2.24
N 2.03 0.65 -2.75
H 1.00 -0.53 -1.23
H 0.65 -0.94 -2.95
H -0.37 1.67 -2.90
H -0.64 1.11 -1.21
H 1.75 1.63 -2.73
H 2.75 0.54 -2.03
H 2.51 0.33 -3.58
H -1.30 0.27 -2.56
*
```


No. 8
DFT (the ωB97M-V functional and the def2-TZVPD basis) results for one molecule with the formula C11H17N3.

Frontier orbital gap ... 8.420 eV
Relative energy (zero: lowest compared OMol25 entry of this formula, charge and spin) ... 2.992 eV
Structure (SMILES) ... [H]/N=C1/C[C@@H]2C[C@H](C1)C[C@H](C(N)=C=N)C2
E_LUMO ... 0.8 eV

```
! RIJCOSX wB97M-V def2-TZVPD def2/J DEFGRID3
* xyz 0 1
H 0.53 2.13 2.21
N 0.67 2.25 1.25
C -0.20 1.55 0.65
C -0.48 1.73 -0.75
C -0.89 0.44 -1.52
C -2.10 -0.05 -0.66
C -1.64 -0.50 0.67
C -1.11 0.67 1.46
C -0.63 -1.70 0.56
C 0.56 -1.42 -0.40
C 1.74 -0.83 0.32
N 2.33 -1.40 1.46
C 2.36 0.17 -0.25
N 3.09 1.01 -0.81
C 0.06 -0.76 -1.69
H 0.31 2.30 -1.29
H -1.41 2.36 -0.87
H -1.10 0.98 -2.52
H -2.94 0.65 -0.52
H -2.51 -0.91 -1.34
H -2.53 -0.89 1.24
H -1.95 1.32 1.83
H -0.60 0.32 2.33
H -0.36 -1.80 1.55
H -1.33 -2.48 0.20
H 0.86 -2.35 -0.75
H 2.91 -0.67 1.81
H 2.93 -2.18 1.28
H 2.99 2.06 -0.88
H -0.48 -1.57 -2.26
H 0.95 -0.43 -2.31
*
```


No. 9
DFT (the ωB97M-V functional and the def2-TZVPD basis) results for C11H17N4RhS3 as an isolated structure.

Frontier orbital gap (alpha / beta) ... 4.490 / 4.401 eV
E_LUMO (alpha / beta) ... -0.8 / -3.4 eV

```
! RIJCOSX wB97M-V def2-TZVPD def2/J DEFGRID3
* xyz 0 5
Rh -1.26 2.09 1.12
S -1.05 5.13 4.29
C -1.26 3.87 3.26
S -2.51 3.79 2.17
S -0.26 2.55 3.20
C 2.56 -0.64 0.10
C 1.15 -1.20 0.36
C 1.13 -1.99 1.68
C 0.81 -2.17 -0.79
N 0.12 -0.14 0.33
N 0.32 0.89 1.32
H 3.29 -1.45 -0.01
H 2.90 0.00 0.92
H 2.59 -0.05 -0.82
H 1.81 -2.85 1.63
H 0.13 -2.38 1.89
H 1.44 -1.38 2.53
H 1.53 -2.99 -0.85
H 0.81 -1.66 -1.76
H -0.18 -2.62 -0.65
H -0.81 -0.56 0.41
H 1.17 1.46 1.11
H 0.31 0.52 2.30
N -2.75 -3.08 -2.58
C -2.20 -2.08 -2.34
C -1.53 -0.86 -2.05
C -0.64 -0.29 -2.96
C 0.00 0.91 -2.64
C -0.28 1.49 -1.41
N -1.13 0.96 -0.51
C -1.74 -0.20 -0.85
H -0.43 -0.76 -3.92
H 0.70 1.38 -3.33
H 0.19 2.42 -1.11
H -2.42 -0.60 -0.10
H -2.53 2.51 0.09
*
```


No. 10
DFT (the ωB97M-V functional and the def2-TZVPD basis) results for one molecule with the formula C11H17NO.

Frontier orbital gap ... 9.041 eV
Relative energy (zero: lowest compared OMol25 entry of this formula, charge and spin) ... 0.284 eV
Structure (SMILES) ... C[C@@H]([C@@H](O)c1ccccc1)N(C)C
E_LUMO ... 0.9 eV

```
! RIJCOSX wB97M-V def2-TZVPD def2/J DEFGRID3
* xyz 0 1
C 0.81 1.01 -1.70
C 1.38 0.76 -0.31
C 0.30 0.87 0.82
O 0.26 2.25 1.15
C -1.07 0.35 0.47
C -1.50 -0.90 0.89
C -2.77 -1.36 0.58
C -3.63 -0.57 -0.16
C -3.23 0.69 -0.56
C -1.96 1.14 -0.25
N 2.19 -0.44 -0.30
C 1.51 -1.70 -0.48
C 3.16 -0.51 0.77
H 0.44 2.02 -1.77
H 0.01 0.32 -1.95
H 1.61 0.88 -2.43
H 2.07 1.58 -0.09
H 0.67 0.30 1.69
H -0.46 2.40 1.77
H -0.84 -1.52 1.49
H -3.08 -2.34 0.92
H -4.62 -0.93 -0.40
H -3.90 1.32 -1.13
H -1.65 2.13 -0.56
H 0.72 -1.60 -1.21
H 2.23 -2.44 -0.85
H 1.08 -2.09 0.45
H 2.71 -0.73 1.75
H 3.70 0.43 0.84
H 3.87 -1.31 0.54
*
```


No. 11
DFT (the ωB97M-V functional and the def2-TZVPD basis) results for C11H17NO3 as an isolated structure.

Frontier orbital gap ... 8.887 eV
Relative energy (zero: lowest compared OMol25 entry of this formula, charge and spin) ... 3.446 eV
E_LUMO ... -0.8 eV

```
! RIJCOSX wB97M-V def2-TZVPD def2/J DEFGRID3
* xyz 0 1
C 1.95 0.73 0.17
C -1.70 2.68 -1.40
C -0.64 2.44 -0.39
C 0.63 2.01 -0.93
C 0.72 0.12 -0.41
C 1.50 -2.23 -1.13
C -0.97 -1.15 2.85
C -1.69 -0.50 -0.23
C 0.93 -0.80 -1.55
C -0.07 -1.33 1.60
C -0.40 -0.25 0.53
N 1.89 1.95 -0.28
O 2.85 0.24 0.80
O -1.71 2.20 -2.49
O -0.92 2.60 0.80
H -2.42 3.49 -1.07
H 0.76 2.02 -2.04
H 0.84 -2.81 -0.67
H 2.30 -2.04 -0.43
H 1.90 -2.78 -2.01
H -2.06 -1.73 2.77
H -1.14 -0.14 2.95
H -0.51 -1.58 3.69
H -2.13 -1.46 -0.03
H -1.70 -0.41 -1.29
H -2.38 0.18 0.18
H -0.04 -1.00 -2.09
H 1.53 -0.23 -2.13
H 0.92 -1.19 1.97
H -0.09 -2.30 1.10
H -0.64 0.56 1.07
H 2.51 2.68 0.11
*
```


No. 12
DFT (the ωB97M-V functional and the def2-TZVPD basis) results for one molecule with the formula C11H17NO3.

Frontier orbital gap ... 8.785 eV
Relative energy (zero: lowest compared OMol25 entry of this formula, charge and spin) ... 11.934 eV
Structure (SMILES) ... CNC[C@H](O)COc1cccc(OC)c1
E_LUMO ... 0.6 eV

```
! RIJCOSX wB97M-V def2-TZVPD def2/J DEFGRID3
* xyz 0 1
C -3.37 -1.51 -1.29
N -3.27 -1.35 0.06
C -2.20 -0.71 0.56
C -2.10 0.65 0.11
O -1.66 0.86 -1.00
C -1.27 1.56 1.19
O -0.09 0.89 1.46
C 1.02 0.88 0.63
C 1.17 2.19 -0.19
C 2.23 2.04 -1.15
C 3.22 0.69 -1.15
C 2.97 -0.11 -0.14
O 3.88 -1.38 -0.18
C 3.62 -2.39 0.70
C 1.83 -0.18 0.53
H -2.52 -2.15 -1.59
H -4.32 -1.94 -1.71
H -3.42 -0.59 -2.06
H -4.10 -0.76 0.33
H -1.33 -1.02 0.16
H -2.35 -0.82 1.79
H -3.12 1.11 0.30
H -1.50 1.74 -1.08
H -1.78 1.71 2.03
H -0.99 2.61 1.00
H 0.53 2.91 -0.05
H 2.52 2.89 -1.65
H 3.93 0.92 -1.53
H 2.81 -2.73 0.34
H 4.45 -2.96 0.52
H 3.64 -2.05 1.58
H 1.54 -1.00 1.47
*
```


Computed F_max, in the same sequence as the records: 11.2, 10.5, 1.0, 1.8, 3.1, 5.8, 2.4, 3.9, 8.5, 0.6, 5.2, 18.2 eV/A.
Computed E_tot, in the same sequence as the records: -2670.2625, -975.2594, -3292.7878, -483.9487, -538.5943, -538.3953, -538.6012, -593.5145, -1953.0921, -559.3233, -709.7039, -709.3919 Eh.